Record 1
Computed, not measured: a molecular structure, C52H70N5O6Si4TeTi, with ωB97M-V with the def2-TZVPD basis set.

Computed properties:
Multiplicity: 2
Frontier orbital gap (alpha / beta) in eV: 5.48 / 5.93

Each line ends with the Löwdin charge.
Geometry (Å):
Ti 0.567 0.301 -0.173  0.84
C 4.790 1.049 0.641  0.03
C 3.373 1.401 0.295  -0.35
O 2.557 0.461 0.270  -0.26
C 2.965 2.774 0.177  -0.11
C 3.863 3.843 0.333  -0.03
C 3.436 5.147 0.274  -0.08
C 2.081 5.420 0.069  -0.06
C 1.185 4.393 -0.119  0.01
C 1.598 3.052 -0.086  -0.29
O 0.740 2.099 -0.318  -0.18
H 4.901 -0.032 0.632  0.09
H 5.018 1.414 1.646  0.09
H 5.494 1.496 -0.061  0.09
H 4.909 3.632 0.510  0.11
H 4.139 5.958 0.405  0.10
H 1.732 6.444 0.051  0.11
H 0.133 4.592 -0.272  0.11
C -1.976 4.699 -2.887  -0.05
O -1.899 3.363 -3.343  -0.08
C -2.845 2.939 -4.212  -0.23
C -3.797 3.769 -4.788  -0.02
C -4.687 3.272 -5.731  -0.08
C -4.622 1.946 -6.115  -0.09
C -3.690 1.106 -5.525  -0.01
C -2.815 1.574 -4.555  -0.17
N -1.887 0.686 -3.969  0.16
C -1.577 0.579 -2.629  -0.34
N -2.496 1.053 -1.786  0.17
C -2.397 1.393 -0.417  -0.17
C -1.375 0.987 0.450  -0.15
C -1.513 1.490 1.757  -0.16
C -2.578 2.261 2.181  -0.09
C -3.580 2.631 1.294  -0.02
C -3.475 2.203 -0.010  -0.22
O -4.366 2.550 -1.006  -0.12
C -5.444 3.387 -0.651  -0.08
N -0.493 -0.010 -2.220  0.11
C 0.331 -0.639 -3.176  -0.22
C -0.103 -1.734 -3.926  -0.03
C 0.759 -2.371 -4.805  -0.07
C 2.062 -1.927 -4.955  -0.07
C 2.504 -0.830 -4.230  0.00
C 1.644 -0.195 -3.353  -0.25
O 2.084 0.897 -2.634  -0.12
C 1.690 2.134 -3.235  -0.03
H -1.155 4.814 -2.187  0.08
H -2.923 4.885 -2.374  0.10
H -1.848 5.412 -3.705  0.10
H -3.840 4.816 -4.523  0.11
H -5.419 3.934 -6.174  0.11
H -5.295 1.561 -6.868  0.10
H -3.636 0.063 -5.813  0.12
H -1.374 0.080 -4.588  0.13
H -3.309 1.462 -2.222  0.13
H -0.755 1.258 2.493  -0.01
H -2.630 2.599 3.207  0.08
H -4.399 3.250 1.631  0.10
H -5.992 3.574 -1.572  0.09
H -5.097 4.340 -0.240  0.09
H -6.102 2.903 0.075  0.10
H -1.105 -2.114 -3.772  0.13
H 0.412 -3.224 -5.373  0.11
H 2.733 -2.427 -5.642  0.10
H 3.515 -0.456 -4.332  0.13
H 2.321 2.909 -2.804  0.10
H 0.644 2.369 -3.022  0.08
H 1.843 2.095 -4.316  0.10
C 4.634 0.516 4.701  -0.23
Si 3.062 1.529 5.037  0.35
C 3.241 2.278 6.775  -0.22
C 2.990 2.995 3.833  -0.21
Si 1.162 0.181 4.668  0.09
Te 1.195 -0.718 2.313  0.85
Si -0.714 1.355 5.508  0.38
C -0.695 3.182 4.965  -0.23
C -0.649 1.459 7.408  -0.22
C -2.370 0.502 5.128  -0.21
Si 1.316 -1.834 5.881  0.33
C 2.724 -2.948 5.274  -0.22
C -0.313 -2.801 5.728  -0.21
C 1.607 -1.547 7.738  -0.21
H 5.513 1.142 4.532  0.02
H 4.491 -0.121 3.825  0.01
H 4.853 -0.139 5.547  0.02
H 4.191 2.807 6.882  0.03
H 3.201 1.507 7.547  0.01
H 2.439 2.991 6.979  0.01
H 3.944 3.520 3.737  0.03
H 2.243 3.725 4.154  0.02
H 2.695 2.655 2.840  0.00
H 0.096 3.706 5.508  0.02
H -1.635 3.691 5.186  0.03
H -0.490 3.300 3.899  0.01
H 0.362 1.683 7.757  0.01
H -0.956 0.517 7.866  0.01
H -1.311 2.242 7.784  0.03
H -2.427 0.158 4.094  0.01
H -3.228 1.151 5.317  0.03
H -2.475 -0.377 5.767  0.01
H 2.699 -3.018 4.184  0.00
H 2.657 -3.957 5.684  0.03
H 3.696 -2.535 5.554  0.01
H -0.609 -2.882 4.680  0.00
H -1.117 -2.286 6.259  0.01
H -0.234 -3.809 6.140  0.03
H 2.553 -1.029 7.914  0.02
H 1.637 -2.491 8.287  0.03
H 0.813 -0.936 8.169  0.00
N -4.624 -4.781 2.590  0.11
C -3.700 -3.853 2.166  -0.33
C -4.098 -2.643 1.595  -0.02
C -3.130 -1.747 1.179  -0.14
N -1.821 -1.963 1.274  0.04
C -1.448 -3.138 1.780  -0.20
C -2.327 -4.102 2.236  -0.02
H -5.565 -4.461 2.734  0.09
H -4.308 -5.505 3.210  0.09
H -5.150 -2.410 1.484  0.10
H -3.421 -0.793 0.750  0.10
H -0.379 -3.314 1.826  0.07
H -1.954 -5.033 2.645  0.11
C 3.051 -2.416 -1.025  0.00
C 1.548 -2.455 -0.963  -0.32
O 0.895 -1.425 -0.475  -0.32
C 0.823 -3.597 -1.411  -0.17
C 1.452 -4.716 -1.996  -0.03
C 0.708 -5.790 -2.441  -0.10
C -0.678 -5.800 -2.315  -0.10
C -1.315 -4.702 -1.740  -0.08
C -0.587 -3.614 -1.314  -0.04
H 3.391 -1.402 -0.844  0.06
H 3.412 -2.741 -2.002  0.08
H 3.487 -3.070 -0.265  0.10
H 2.528 -4.733 -2.105  0.10
H 1.207 -6.639 -2.893  0.10
H -1.253 -6.655 -2.644  0.09
H -2.394 -4.698 -1.639  0.10
H -1.086 -2.751 -0.893  0.09

---

Record 2
Computed, not measured: C4H6BrNS in the gas phase, with ωB97M-V with the def2-TZVPD basis set.

Computed properties:
Frontier orbital gap (alpha / beta) in eV: 9.10 / 5.36

Each line ends with the Löwdin charge.
Geometry (Å):
C 1.164 1.702 -0.062  -0.65
C -0.580 0.344 0.933  -0.26
C -0.905 -0.759 -0.165  -0.77
C 0.462 -1.175 -0.654  -0.15
N 0.401 1.281 0.752  -0.04
S -1.850 -0.293 -1.582  0.73
Br 2.258 3.196 -0.085  0.67
H -1.596 0.897 0.876  0.14
H -0.480 -0.038 1.912  0.11
H -1.360 -1.503 0.401  0.07
H 1.048 -1.689 0.055  0.08
H 0.927 -0.235 -0.858  0.02
H 0.513 -1.730 -1.525  0.05

---

Record 3
Computed, not measured: C19H29N3 in the gas phase, with ωB97M-V with the def2-TZVPD basis set.

Computed properties:
Frontier orbital gap in eV: 8.74

Each line ends with the Löwdin charge.
Geometry (Å):
N -2.629 -3.348 -0.901  0.15
C -3.048 -2.257 -0.179  -0.48
N -4.253 -2.083 0.212  0.07
C -4.290 -0.884 1.017  -0.15
C -2.834 -0.326 1.036  -0.21
C -2.735 1.068 0.479  -0.20
C -3.076 1.309 -0.848  -0.04
C -2.986 2.583 -1.375  -0.08
C -2.558 3.635 -0.582  -0.09
C -2.220 3.405 0.740  -0.09
C -2.307 2.127 1.267  -0.04
N -2.147 -1.291 0.195  -0.04
C -0.716 -1.410 0.187  -0.16
C -0.070 -0.541 -0.901  -0.18
C 1.432 -0.779 -1.045  -0.20
C 2.230 -0.316 0.173  -0.18
C 3.746 -0.463 -0.004  -0.34
C 4.317 0.586 -0.959  -0.17
C 5.826 0.421 -1.117  -0.20
C 6.522 0.531 0.235  -0.21
C 5.963 -0.510 1.199  -0.21
C 4.454 -0.345 1.349  -0.18
H -1.924 -3.160 -1.597  0.09
H -3.406 -3.891 -1.246  0.10
H -4.653 -1.123 2.021  0.11
H -4.983 -0.166 0.569  0.11
H -2.412 -0.344 2.053  0.14
H -3.411 0.486 -1.462  0.12
H -3.252 2.758 -2.408  0.10
H -2.488 4.631 -0.994  0.10
H -1.886 4.221 1.363  0.10
H -2.039 1.951 2.300  0.11
H -0.451 -2.460 0.027  0.12
H -0.337 -1.111 1.171  0.12
H -0.255 0.511 -0.674  0.11
H -0.560 -0.760 -1.853  0.11
H 1.778 -0.240 -1.928  0.10
H 1.617 -1.844 -1.213  0.12
H 1.991 0.729 0.385  0.13
H 1.928 -0.907 1.040  0.11
H 3.952 -1.458 -0.415  0.15
H 3.842 0.504 -1.938  0.11
H 4.102 1.583 -0.566  0.12
H 6.212 1.184 -1.798  0.11
H 6.039 -0.556 -1.555  0.11
H 7.598 0.390 0.115  0.11
H 6.359 1.530 0.647  0.11
H 6.445 -0.414 2.174  0.11
H 6.181 -1.510 0.816  0.11
H 4.069 -1.105 2.033  0.11
H 4.237 0.634 1.782  0.12

---

Computed electronic energy, in the same sequence as the records: -136719.282; -86608.745; -24645.026 eV.
Computed F_max, in the same sequence as the records: 2.22; 4.90; 0.76 eV Å⁻¹.
Computed energy above the lowest of the compared OMol25 structures with the same formula, charge and spin, in the same sequence as the records: 15.57; 413.73; 1.91 kJ/mol.